C6H15CsNO4S | the ωB97M-V functional and the def2-TZVPD basis

Computed properties:
Molar mass: 330.16 g/mol
Gap between HOMO and LUMO: 4.32 eV
Energy relative to the best compared isomer or geometry (same formula, charge and spin): 0.557 eV
E_tot: -27529.6839 eV
LUMO level: 1.490 eV
Highest occupied orbital energy: -0.10401 hartree

```
! wB97M-V def2-TZVPD RIJCOSX def2/J DEFGRID3
* xyz -1 1
Cs 3.15 1.61 0.97
S 1.11 3.91 2.32
O 1.38 2.68 3.09
O 0.21 3.53 1.19
O 0.23 4.86 3.01
O 2.32 4.56 1.80
C -1.45 0.81 1.09
C -0.21 0.19 0.51
N -0.47 -0.46 -0.78
C -1.32 -1.66 -0.60
C -1.73 -2.27 -1.93
C 0.78 -0.75 -1.51
C 1.65 -1.89 -0.98
H -1.90 1.51 0.39
H -1.21 1.36 2.00
H -2.23 0.11 1.41
H 0.55 0.93 0.28
H 0.31 -0.53 1.18
H -0.82 -2.42 0.01
H -2.23 -1.34 -0.09
H -0.92 -2.83 -2.41
H -2.56 -2.97 -1.82
H -2.08 -1.48 -2.60
H 1.36 0.17 -1.55
H 0.42 -1.04 -2.50
H 2.56 -2.03 -1.56
H 1.14 -2.86 -0.95
H 1.95 -1.69 0.05
*
```

Table of Löwdin atomic charges, one value per atom, all in e: number 1, Cs, carries 1.041; number 2, S, carries 0.064; number 3, O, carries -0.574; number 4, O, carries -0.483; number 5, O, carries -0.437; number 6, O, carries -0.518; number 7, C, carries -0.079; number 8, C, carries -0.287; number 9, N, carries -0.179; number 10, C, carries -0.256; number 11, C, carries -0.102; number 12, C, carries -0.248; number 13, C, carries -0.094; number 14, H, carries 0.089; number 15, H, carries 0.078; number 16, H, carries 0.058; number 17, H, carries 0.019; number 18, H, carries 0.111; number 19, H, carries 0.108; number 20, H, carries 0.100; number 21, H, carries 0.058; number 22, H, carries 0.066; number 23, H, carries 0.080; number 24, H, carries 0.100; number 25, H, carries 0.098; number 26, H, carries 0.069; number 27, H, carries 0.062; number 28, H, carries 0.056



C6H15F4KN2O12PS4 | the ωB97M-V functional and the def2-TZVPD basis

Computed properties:
Molar mass: 581.52 g/mol
Gap between HOMO and LUMO: 6.90 eV
Energy relative to the best compared isomer or geometry (same formula, charge and spin): 6.017 eV
E_tot: -113840.0871 eV
LUMO level: -0.395 eV
Highest occupied orbital energy: -0.26826 hartree

```
! wB97M-V def2-TZVPD RIJCOSX def2/J DEFGRID3
* xyz -1 1
K -5.28 7.56 8.67
N -0.40 7.57 9.47
S 0.18 6.16 9.70
O 1.27 6.10 10.64
O 0.08 5.09 8.76
F -0.97 5.69 10.72
S 1.04 8.08 8.78
O 1.57 7.44 7.61
O 1.99 8.82 9.66
F 0.26 9.40 8.09
N -6.94 12.18 9.55
S -6.98 13.35 8.29
O -6.30 14.61 8.59
O -8.09 13.34 7.40
F -5.69 12.72 7.51
S -8.15 12.80 10.25
O -9.53 12.70 9.69
O -7.87 14.11 10.98
F -8.17 11.64 11.42
C -9.70 6.21 12.85
C -9.80 5.74 11.39
O -10.24 6.72 10.39
P -11.79 7.06 10.11
O -12.82 5.94 10.08
O -12.07 8.20 11.27
C -13.41 8.37 11.80
C -13.30 9.57 12.74
O -11.72 7.93 8.78
C -12.88 8.52 8.39
C -12.87 9.27 7.05
H -10.70 6.43 13.23
H -9.23 5.55 13.58
H -9.17 7.16 12.86
H -8.75 5.50 11.22
H -10.19 4.73 11.34
H -14.20 8.57 11.08
H -13.81 7.47 12.26
H -12.88 10.40 12.19
H -14.26 10.06 12.89
H -12.68 9.41 13.63
H -13.57 7.69 8.30
H -13.23 9.31 9.06
H -12.37 10.23 7.13
H -12.21 8.77 6.35
H -13.92 9.46 6.83
*
```

Table of Löwdin atomic charges, one value per atom, all in e: number 1, K, carries 0.964; number 2, N, carries -0.271; number 3, S, carries 0.379; number 4, O, carries -0.289; number 5, O, carries -0.288; number 6, F, carries -0.246; number 7, S, carries 0.586; number 8, O, carries -0.277; number 9, O, carries -0.313; number 10, F, carries -0.269; number 11, N, carries -0.291; number 12, S, carries 0.563; number 13, O, carries -0.300; number 14, O, carries -0.274; number 15, F, carries -0.244; number 16, S, carries 0.505; number 17, O, carries -0.344; number 18, O, carries -0.345; number 19, F, carries -0.258; number 20, C, carries -0.075; number 21, C, carries -0.241; number 22, O, carries -0.176; number 23, P, carries 0.514; number 24, O, carries -0.269; number 25, O, carries -0.199; number 26, C, carries -0.278; number 27, C, carries -0.069; number 28, O, carries -0.154; number 29, C, carries -0.341; number 30, C, carries -0.055; number 31, H, carries 0.066; number 32, H, carries 0.080; number 33, H, carries 0.080; number 34, H, carries 0.096; number 35, H, carries 0.115; number 36, H, carries 0.104; number 37, H, carries 0.110; number 38, H, carries 0.078; number 39, H, carries 0.073; number 40, H, carries 0.078; number 41, H, carries 0.117; number 42, H, carries 0.117; number 43, H, carries 0.077; number 44, H, carries 0.078; number 45, H, carries 0.083



C6H15INO2 | the ωB97M-V functional and the def2-TZVPD basis

Computed properties:
Molar mass: 260.09 g/mol
Gap between HOMO and LUMO: 7.23 eV
Energy relative to the best compared isomer or geometry (same formula, charge and spin): 3.472 eV
E_tot: -20148.9018 eV
LUMO level: 3.293 eV
Highest occupied orbital energy: -0.14455 hartree

```
! wB97M-V def2-TZVPD RIJCOSX def2/J DEFGRID3
* xyz -1 1
I -2.20 2.10 1.24
C 2.06 2.78 2.15
O 2.73 2.43 0.99
C 1.95 1.85 0.00
C 1.42 0.43 0.31
N 0.55 0.14 -0.78
C 0.11 -1.26 -0.62
C -1.22 -1.49 -1.31
O -1.75 -2.78 -1.04
C -3.17 -2.90 -1.32
H 1.59 3.93 2.21
H 2.80 2.97 3.16
H 1.40 2.11 2.70
H 2.60 1.62 -0.81
H 1.11 2.40 -0.17
H 0.92 0.54 1.27
H 2.28 -0.22 0.44
H -0.35 0.62 -0.35
H 0.14 -1.89 0.27
H 1.00 -1.71 -1.18
H -1.25 -1.51 -2.35
H -1.92 -0.94 -0.68
H -3.57 -3.97 -1.02
H -3.36 -2.84 -2.28
H -3.89 -2.43 -0.82
*
```

Table of Löwdin atomic charges, one value per atom, all in e: number 1, I, carries -0.640; number 2, C, carries -0.188; number 3, O, carries -0.180; number 4, C, carries -0.235; number 5, C, carries -0.284; number 6, N, carries -0.069; number 7, C, carries -0.236; number 8, C, carries -0.209; number 9, O, carries -0.202; number 10, C, carries -0.087; number 11, H, carries 0.124; number 12, H, carries 0.116; number 13, H, carries 0.048; number 14, H, carries 0.114; number 15, H, carries 0.072; number 16, H, carries 0.081; number 17, H, carries 0.119; number 18, H, carries 0.017; number 19, H, carries 0.117; number 20, H, carries 0.125; number 21, H, carries 0.109; number 22, H, carries 0.105; number 23, H, carries 0.127; number 24, H, carries 0.022; number 25, H, carries 0.034



C6H15N | the ωB97M-V functional and the def2-TZVPD basis

Computed properties:
Molar mass: 101.19 g/mol
Gap between HOMO and LUMO: 9.69 eV
Energy relative to the best compared isomer or geometry (same formula, charge and spin): 1.441 eV
E_tot: -7954.3252 eV
LUMO level: 1.103 eV
Highest occupied orbital energy: -0.31556 hartree

```
! wB97M-V def2-TZVPD RIJCOSX def2/J DEFGRID3
* xyz 0 1
C 1.36 1.08 0.38
N -0.01 0.55 0.61
C -0.97 0.84 -0.47
C -2.37 0.47 0.00
C -2.79 -0.88 -0.50
C 2.48 0.12 -0.11
C 2.44 -1.23 0.61
H 1.12 1.83 -0.40
H 1.75 1.63 1.24
H 0.04 -0.46 0.66
H -0.67 0.34 -1.39
H -0.86 1.91 -0.73
H -3.13 1.22 -0.28
H -2.57 0.54 1.08
H -2.12 -1.69 -0.11
H -3.75 -1.33 -0.23
H -2.65 -1.02 -1.59
H 3.36 0.75 -0.15
H 2.18 -0.04 -1.17
H 1.44 -1.63 0.42
H 2.48 -1.03 1.68
H 3.23 -1.96 0.45
*
```

Table of Löwdin atomic charges, one value per atom, all in e: number 1, C, carries -0.242; number 2, N, carries -0.078; number 3, C, carries -0.254; number 4, C, carries -0.268; number 5, C, carries -0.142; number 6, C, carries -0.241; number 7, C, carries -0.104; number 8, H, carries 0.099; number 9, H, carries 0.104; number 10, H, carries 0.071; number 11, H, carries 0.113; number 12, H, carries 0.112; number 13, H, carries 0.103; number 14, H, carries 0.114; number 15, H, carries 0.077; number 16, H, carries 0.065; number 17, H, carries 0.073; number 18, H, carries 0.099; number 19, H, carries 0.099; number 20, H, carries 0.058; number 21, H, carries 0.075; number 22, H, carries 0.068



C6H15N | the ωB97M-V functional and the def2-TZVPD basis

Computed properties:
Molar mass: 101.19 g/mol
Gap between HOMO and LUMO: 9.78 eV
Energy relative to the best compared isomer or geometry (same formula, charge and spin): 0.895 eV
E_tot: -7954.8716 eV
LUMO level: 1.213 eV
Highest occupied orbital energy: -0.31466 hartree

```
! wB97M-V def2-TZVPD RIJCOSX def2/J DEFGRID3
* xyz 0 1
C -2.94 -1.03 0.74
C -1.59 -0.41 1.07
N -0.77 -0.33 -0.14
C 2.06 1.65 -1.52
C 1.27 0.34 -1.33
C 0.55 0.24 0.02
C 1.45 -0.44 1.06
H -3.06 -2.01 1.21
H -3.12 -1.10 -0.34
H -3.75 -0.44 1.15
H -1.10 -1.01 1.85
H -1.65 0.60 1.49
H -0.77 -1.24 -0.59
H 1.69 2.38 -0.81
H 3.11 1.46 -1.34
H 1.95 2.04 -2.53
H 1.95 -0.49 -1.46
H 0.57 0.18 -2.16
H 0.39 1.26 0.37
H 1.82 0.25 1.82
H 0.94 -1.22 1.64
H 2.34 -0.92 0.65
*
```

Table of Löwdin atomic charges, one value per atom, all in e: number 1, C, carries -0.091; number 2, C, carries -0.289; number 3, N, carries -0.069; number 4, C, carries -0.086; number 5, C, carries -0.222; number 6, C, carries -0.424; number 7, C, carries -0.053; number 8, H, carries 0.069; number 9, H, carries 0.068; number 10, H, carries 0.059; number 11, H, carries 0.092; number 12, H, carries 0.115; number 13, H, carries 0.115; number 14, H, carries 0.062; number 15, H, carries 0.067; number 16, H, carries 0.064; number 17, H, carries 0.091; number 18, H, carries 0.104; number 19, H, carries 0.125; number 20, H, carries 0.074; number 21, H, carries 0.061; number 22, H, carries 0.068